{
  "formula": "Cl3O12Sr2",
  "method": "the ωB97M-V functional and the def2-TZVPD basis",
  "e_homo_ev": -14.2,
  "e_tot_ev": -63781.599,
  "total_charge": 1,
  "fmax_ev_per_a": 8.0,
  "gap_ev": 7.81,
  "elements": ["Sr", "Sr", "Cl", "O", "O", "O", "O", "Cl", "O", "O", "O", "O", "Cl", "O", "O", "O", "O"],
  "positions_angstrom": [[-0.832195, -1.224325, -2.344525], [0.017529, 0.079333, 1.166364], [-2.225462, 1.535506, -0.987689], [-2.681278, 2.837939, -1.410763], [-3.215975, 0.525957, -1.359183], [-0.898545, 1.425541, -1.504110], [-2.049568, 1.532456, 0.496732], [1.418407, -3.549311, -1.935794], [1.258104, -4.639061, -1.013590], [2.598984, -3.664250, -2.769242], [0.257292, -3.275009, -2.842818], [1.470092, -2.298299, -1.134795], [0.979946, 2.218040, 3.168942], [0.950704, 2.308461, 4.545225], [-0.312767, 2.159423, 2.572932], [1.755144, 3.179912, 2.571612], [1.509589, 0.847687, 2.780702]],
  "forces_ev_per_angstrom": [[0.11, -0.01, -0.71], [0.13, 1.35, 1.17], [-4.60, 5.94, 2.84], [0.21, -2.05, 0.52], [2.27, -0.95, -0.43], [3.01, -3.38, -1.63], [0.04, -1.34, -1.41], [2.77, -0.74, -0.39], [-0.57, 1.07, -1.57], [-2.03, 0.16, 1.48], [-0.58, -0.66, 0.32], [-0.83, 1.20, 0.25], [1.04, -2.32, 0.34], [-0.38, 0.04, 1.75], [-2.62, 0.04, -1.03], [1.57, 1.95, -1.33], [0.46, -0.30, -0.17]]
}